{
  "formula": "C49H49F6IKN8O2S2Si",
  "method": "wB97M-V/def2-TZVPD",
  "total_charge": -1,
  "homo_ev": -3.4,
  "lumo_energy_ev": 1.75,
  "e_tot_ha": -5068.081873,
  "e_above_lowest_kcal_mol": 0.0,
  "elements": ["K", "C", "O", "C", "C", "C", "C", "C", "C", "C", "N", "C", "C", "N", "C", "C", "C", "C", "N", "C", "C", "N", "C", "C", "C", "C", "H", "H", "H", "H", "H", "H", "H", "H", "H", "H", "H", "H", "H", "H", "S", "C", "N", "C", "C", "N", "C", "C", "C", "C", "C", "C", "C", "C", "S", "C", "C", "C", "C", "C", "C", "C", "H", "H", "H", "H", "H", "H", "H", "H", "H", "H", "H", "H", "H", "H", "H", "H", "H", "H", "C", "Si", "C", "C", "C", "H", "H", "H", "H", "H", "H", "H", "H", "H", "H", "H", "C", "C", "O", "C", "F", "F", "F", "C", "F", "F", "F", "H", "H", "H", "I", "C", "C", "N", "N", "C", "H", "H", "H"],
  "positions_angstrom": [[1.366, 0.613, -2.580], [2.031, 3.974, 11.420], [3.077, 3.358, 10.694], [2.893, 3.181, 9.358], [1.754, 3.574, 8.662], [1.670, 3.343, 7.297], [2.703, 2.724, 6.605], [3.838, 2.337, 7.318], [3.936, 2.560, 8.675], [2.559, 2.500, 5.162], [1.522, 2.867, 4.447], [1.801, 2.456, 3.167], [3.025, 1.836, 3.110], [3.504, 1.872, 4.398], [3.581, 1.288, 1.912], [4.814, 0.631, 1.826], [5.221, 0.122, 0.620], [4.379, 0.284, -0.487], [3.222, 0.907, -0.434], [2.809, 1.410, 0.743], [1.495, 2.069, 0.786], [0.790, 2.120, -0.357], [-0.393, 2.694, -0.349], [-0.974, 3.244, 0.802], [-0.274, 3.186, 1.980], [0.992, 2.588, 1.987], [2.364, 4.019, 12.453], [1.109, 3.390, 11.363], [1.838, 4.988, 11.059], [0.930, 4.055, 9.166], [0.791, 3.639, 6.741], [4.665, 1.852, 6.814], [4.814, 2.260, 9.231], [4.372, 1.487, 4.723], [5.434, 0.520, 2.710], [6.162, -0.401, 0.518], [4.662, -0.118, -1.453], [-0.905, 2.725, -1.306], [-1.953, 3.702, 0.752], [-0.669, 3.582, 2.907], [0.771, -1.614, -0.380], [-0.532, -2.705, -0.772], [-1.029, -3.539, 0.258], [-2.354, -4.062, 0.029], [-2.393, -4.729, -1.323], [-2.154, -3.747, -2.364], [-1.862, -4.426, -3.620], [-3.013, -5.291, -4.069], [-4.224, -4.696, -4.421], [-5.301, -5.471, -4.822], [-5.183, -6.855, -4.881], [-3.981, -7.454, -4.539], [-2.905, -6.673, -4.133], [-1.139, -2.766, -2.001], [-0.861, -1.554, -3.245], [-0.702, -3.286, 1.654], [-1.525, -2.207, 2.338], [-1.062, -0.894, 2.418], [-1.816, 0.085, 3.048], [-3.053, -0.225, 3.598], [-3.524, -1.529, 3.526], [-2.759, -2.510, 2.909], [-3.127, -3.278, 0.059], [-2.582, -4.793, 0.809], [-3.370, -5.194, -1.482], [-1.630, -5.527, -1.341], [-0.946, -5.037, -3.530], [-1.685, -3.657, -4.373], [-4.312, -3.618, -4.370], [-6.236, -4.995, -5.091], [-6.025, -7.461, -5.192], [-3.881, -8.532, -4.582], [-1.968, -7.143, -3.857], [0.352, -3.024, 1.701], [-0.856, -4.232, 2.185], [-0.114, -0.648, 1.957], [-1.438, 1.100, 3.099], [-3.646, 0.543, 4.079], [-4.486, -1.783, 3.955], [-3.126, -3.530, 2.872], [-3.699, -0.182, -0.309], [-3.405, 0.014, -2.145], [-4.383, -1.277, -3.071], [-3.977, 1.726, -2.666], [-1.566, -0.072, -2.478], [-4.760, -0.113, -0.054], [-3.168, 0.600, 0.241], [-3.320, -1.140, 0.056], [-5.443, -1.201, -2.812], [-4.019, -2.270, -2.792], [-4.270, -1.153, -4.150], [-5.055, 1.848, -2.537], [-3.733, 1.917, -3.714], [-3.480, 2.499, -2.074], [-1.263, 0.775, -3.106], [-1.050, 0.020, -1.511], [2.401, 3.802, -3.313], [1.077, 3.605, -4.095], [0.440, 2.470, -3.835], [0.168, 4.833, -3.770], [0.701, 6.032, -4.116], [-0.054, 4.899, -2.439], [-1.035, 4.767, -4.355], [1.429, 3.684, -5.617], [2.176, 4.754, -5.978], [2.184, 2.594, -5.965], [0.366, 3.665, -6.422], [2.163, 3.743, -2.252], [2.899, 4.746, -3.532], [3.053, 2.966, -3.575], [6.698, -2.735, -5.805], [5.360, -1.255, -5.263], [5.148, -0.067, -5.918], [4.209, 0.584, -5.207], [3.792, -0.110, -4.143], [4.483, -1.238, -4.164], [5.590, 0.338, -6.812], [3.740, 1.448, -5.439], [4.325, -1.993, -3.410]],
  "mulliken_charge": [1.537, -0.843, -0.470, 0.968, -0.420, -0.836, 0.235, -0.406, -0.744, 0.109, -0.850, 0.992, 0.039, -0.070, 0.369, -0.761, -1.118, -0.116, 0.427, -0.377, -0.706, 0.816, -0.714, -1.605, -0.286, 0.836, 0.239, 0.340, 0.336, 0.375, 0.474, 0.258, 0.410, 0.157, 0.381, 0.424, 0.236, 0.809, 0.509, 0.490, -0.205, 0.026, 0.204, -0.448, -0.929, 0.919, -1.043, 0.123, 0.024, -0.692, -0.328, -0.673, -0.315, -0.736, -0.433, -2.523, 0.505, 0.065, -0.122, -0.698, -0.690, -0.125, -0.031, 0.420, 0.385, 0.369, 0.367, 0.549, 0.324, 0.388, 0.362, 0.363, 0.356, 0.701, 0.584, 0.453, 0.382, 0.388, 0.386, 0.326, -0.250, -0.025, -0.802, -1.115, 0.932, 0.500, 0.080, -0.311, 0.443, -0.114, 0.355, 0.337, 0.332, 0.247, 0.159, -0.811, -1.727, 1.335, -0.887, 0.326, -0.310, -0.214, -0.269, 0.423, -0.312, -0.304, -0.257, 0.209, 0.411, 0.279, 0.083, -0.636, -0.338, 0.035, -0.076, -0.387, 0.443, 0.223, 0.569]
}

***

{
  "formula": "C49H50BN12O6Ti",
  "method": "wB97M-V/def2-TZVPD",
  "homo_ev": [-7.6, -8.0],
  "lumo_energy_ev": [-0.82, -1.05],
  "multiplicity": 2,
  "e_tot_ha": -3880.333879,
  "s2": 0.758,
  "e_above_lowest_kcal_mol": 0.0,
  "elements": ["Ti", "C", "C", "C", "C", "C", "C", "N", "N", "B", "N", "C", "C", "C", "N", "C", "C", "C", "N", "C", "C", "C", "N", "C", "C", "C", "H", "H", "H", "H", "H", "H", "H", "H", "H", "H", "H", "H", "H", "H", "H", "H", "H", "H", "H", "H", "H", "H", "H", "H", "H", "H", "H", "H", "O", "C", "C", "C", "C", "C", "C", "C", "O", "N", "N", "C", "C", "C", "C", "C", "C", "N", "H", "H", "H", "H", "H", "H", "H", "H", "H", "H", "N", "C", "C", "C", "C", "C", "C", "C", "N", "C", "C", "N", "C", "H", "H", "H", "H", "H", "H", "H", "O", "C", "O", "C", "C", "C", "C", "O", "C", "O", "C", "C", "H", "H", "H", "H", "H"],
  "positions_angstrom": [[-0.970, -0.501, -1.049], [-0.962, 1.719, -6.067], [-0.327, 1.562, -4.677], [0.349, 0.202, -4.584], [-1.349, 1.932, -3.627], [-1.855, 3.237, -3.533], [-2.811, 3.180, -2.546], [-2.871, 1.924, -2.095], [-1.977, 1.133, -2.747], [-3.792, 1.480, -0.934], [-3.017, 1.796, 0.352], [-3.321, 2.621, 1.362], [-2.201, 2.770, 2.146], [-1.217, 1.982, 1.525], [-1.729, 1.387, 0.441], [0.238, 1.901, 1.891], [0.799, 3.312, 2.109], [0.508, 1.057, 3.138], [-4.110, -0.022, -0.987], [-5.311, -0.600, -0.861], [-5.130, -1.954, -0.655], [-3.740, -2.132, -0.657], [-3.143, -0.956, -0.859], [-2.959, -3.395, -0.440], [-3.192, -3.928, 0.976], [-3.289, -4.458, -1.487], [-0.227, 1.506, -6.847], [-1.791, 1.015, -6.182], [-1.354, 2.723, -6.226], [0.455, 2.324, -4.584], [-0.330, -0.591, -4.899], [0.738, -0.023, -3.593], [1.198, 0.185, -5.272], [-1.546, 4.096, -4.107], [-3.448, 3.944, -2.129], [-4.834, 2.082, -0.964], [-4.306, 3.056, 1.431], [-2.089, 3.381, 3.026], [0.751, 1.450, 1.039], [0.420, 3.739, 3.042], [1.888, 3.266, 2.180], [0.532, 3.992, 1.298], [-0.226, 1.259, 3.923], [0.484, -0.009, 2.924], [1.500, 1.291, 3.535], [-6.204, 0.001, -0.913], [-5.888, -2.706, -0.510], [-1.903, -3.139, -0.531], [-4.226, -4.260, 1.097], [-2.540, -4.781, 1.174], [-2.997, -3.159, 1.726], [-4.350, -4.720, -1.453], [-3.063, -4.118, -2.499], [-2.717, -5.368, -1.293], [-1.841, -1.336, 3.232], [-0.838, -2.196, 3.477], [-0.760, -2.725, 4.770], [0.226, -3.629, 5.100], [1.161, -4.044, 4.149], [1.086, -3.529, 2.873], [0.106, -2.592, 2.516], [0.063, -2.072, 1.138], [-0.824, -1.164, 0.857], [0.811, -2.611, 0.212], [0.322, -2.146, -0.986], [0.642, -2.807, -2.034], [-0.275, -2.609, -3.148], [-0.250, -3.357, -4.315], [-1.309, -3.238, -5.197], [-2.352, -2.380, -4.888], [-2.286, -1.636, -3.724], [-1.265, -1.742, -2.869], [-1.746, -1.015, 2.309], [-1.498, -2.400, 5.492], [0.266, -4.027, 6.107], [1.929, -4.762, 4.405], [1.789, -3.841, 2.111], [1.427, -3.553, -2.021], [0.574, -4.031, -4.504], [-1.324, -3.818, -6.111], [-3.208, -2.272, -5.540], [-3.049, -0.920, -3.456], [6.289, -3.019, 8.418], [5.912, -2.523, 7.452], [5.438, -1.906, 6.242], [4.106, -2.059, 5.860], [3.645, -1.460, 4.704], [4.521, -0.723, 3.911], [5.851, -0.572, 4.286], [6.306, -1.155, 5.454], [4.045, -0.135, 2.722], [4.458, 1.041, 2.119], [3.669, 1.182, 1.019], [2.782, 0.131, 0.922], [3.042, -0.636, 1.938], [3.429, -2.634, 6.477], [2.602, -1.554, 4.427], [6.529, -0.016, 3.652], [7.340, -1.043, 5.751], [5.226, 1.661, 2.548], [3.671, 1.985, 0.296], [2.565, -1.575, 2.169], [2.572, 0.397, -2.378], [1.675, 1.053, -1.887], [0.603, 0.551, -1.336], [1.701, 2.548, -1.904], [2.767, 3.189, -2.524], [2.837, 4.580, -2.597], [1.799, 5.277, -2.023], [1.627, 6.632, -1.961], [0.383, 6.844, -1.287], [-0.157, 5.571, -0.943], [0.737, 4.639, -1.413], [0.649, 3.276, -1.337], [3.546, 2.570, -2.949], [3.659, 5.091, -3.080], [-0.304, 7.360, -1.959], [0.562, 7.421, -0.380], [-0.204, 2.775, -0.890]],
  "mulliken_charge": [-0.314, -1.747, 1.067, -0.709, -0.044, -1.441, -0.613, -0.107, 0.855, -1.099, 0.021, -0.855, -0.743, -0.969, 1.062, 3.195, -1.972, -1.276, -0.297, -0.761, -0.828, -0.327, 1.463, 2.257, -1.763, -1.822, 0.428, 0.362, 0.439, 0.245, 0.199, -0.474, 0.449, 0.611, 0.552, -0.131, 0.513, 0.594, -1.438, 0.465, 0.375, 0.278, 0.431, -0.096, 0.469, 0.487, 0.618, -0.709, 0.360, 0.484, 0.345, 0.358, 0.249, 0.410, -0.769, 0.389, -0.689, -0.484, -0.932, -0.830, 0.321, 0.882, 1.175, -1.291, 1.684, -1.391, 0.965, -1.034, -0.667, -0.890, -0.687, 2.011, -0.113, 0.518, 0.452, 0.500, 0.476, 0.452, 0.524, 0.477, 0.527, 0.051, -0.531, 0.008, 0.376, -1.133, 0.332, 0.409, -0.529, -0.824, 0.304, -0.394, -0.999, 0.039, -0.642, 0.527, 0.442, 0.470, 0.461, 0.446, 0.491, 0.605, -0.709, 0.449, 0.736, -0.680, -0.823, -1.182, 0.967, -0.531, -0.363, -0.604, -0.145, 0.891, 0.493, 0.455, 0.265, 0.288, -0.098]
}